Computed, not measured: C10H15F2N6O5S2V as an isolated structure, with the ωB97M-V functional and the def2-TZVPD basis.

Each line ends with the natural charge from an NBO analysis.
Positions of all 41 atoms, in Å:
O 3.5425 -1.9897 1.3394  -0.249
V 3.4045 -0.4659 1.4297  1.814
N 1.7770 -0.1254 0.3607  -1.246
S 0.2641 -0.8875 0.5985  2.466
O -0.3735 -1.3257 -0.5716  -0.813
O -0.4808 -0.3065 1.6461  -0.845
F 0.8077 -2.1859 1.2685  -0.466
S 1.2681 1.0093 -0.7191  2.476
O 0.3381 1.9260 -0.2157  -0.796
O 1.2487 0.5266 -2.0285  -0.822
F 2.6600 1.8265 -0.6446  -0.518
C 1.3293 -1.9636 -3.9985  -0.719
C 2.5506 -2.1296 -4.7814  0.275
N 3.4998 -2.1579 -5.4175  -0.318
H 0.6260 -1.3402 -4.5497  0.264
H 1.6464 -1.5013 -3.0718  0.239
H 0.7918 -2.8965 -3.8405  0.257
C -1.1776 -2.9045 4.5418  -0.736
C 0.2152 -3.2002 4.2331  0.329
N 1.3109 -3.4185 3.9807  -0.401
H -1.6062 -2.2322 3.8011  0.266
H -1.2567 -2.3777 5.4938  0.269
H -1.7274 -3.8366 4.6441  0.274
C 1.7605 3.8547 -3.1726  -0.734
C 0.4251 3.2783 -3.1915  0.291
N -0.6004 2.7825 -3.2556  -0.335
H 2.3812 3.4249 -3.9584  0.265
H 2.2385 3.8106 -2.2002  0.242
H 1.6990 4.9088 -3.4571  0.271
C -2.5587 0.4006 -1.7975  -0.717
C -3.0762 1.1447 -0.6478  0.295
N -3.4645 1.6850 0.2856  -0.346
H -2.8733 0.9619 -2.6812  0.274
H -2.9969 -0.5819 -1.9457  0.256
H -1.4846 0.4278 -1.6881  0.235
C -1.6075 1.2686 3.9737  -0.723
C -2.7765 0.4334 4.2458  0.280
N -3.7248 -0.1827 4.4514  -0.319
H -0.7457 0.6075 3.9082  0.229
H -1.5113 2.0877 4.6763  0.259
H -1.7421 1.6448 2.9560  0.274

Calculated values
Charge ... +1
Expectation value of S² ... 0.78
HOMO energy (spin up / spin down) ... -13.5 / -13.5 eV
Multiplicity ... 2
Energy above the lowest of the compared OMol25 structures with the same formula, charge and spin ... 0.0 kcal/mol
DFT total energy ... -82570.039 eV
Frontier orbital gap (spin up / spin down) ... 4.252 / 4.700 eV